The following is a quantum chemistry calculation of 9 unconnected molecules or ions with the total composition C36H95N5O14 at a distorted geometry, from the Open Molecules 2025 dataset.

Properties
- Max |F|: 3.34 eV/A
- Energy above the lowest of the compared OMol25 structures with the same formula, charge and spin: 25.5 kcal/mol
- E_LUMO: 0.655 eV

The geometry in ORCA input format:
```
! RIJCOSX wB97M-V def2-TZVPD def2/J DEFGRID3
* xyz 0 1
C 0.3236 1.1444 -7.4339
O -0.4312 0.0331 -6.9873
C -1.6351 -0.0717 -7.7220
C -2.6844 0.8482 -7.0889
N -2.8857 0.3084 -5.7460
C -3.9338 1.0441 -5.1025
C -4.5884 0.2265 -4.0104
O -3.8704 0.2709 -2.7909
C -4.6483 -0.2699 -1.6908
H -0.2801 2.0510 -7.6446
H 0.7875 0.8832 -8.3855
H 1.0480 1.4171 -6.6203
H -1.8918 -1.0915 -7.7001
H -1.5233 0.1652 -8.7949
H -3.6006 0.7061 -7.6690
H -2.4873 1.8754 -7.1139
H -2.0635 0.3844 -5.1550
H -4.7561 1.1627 -5.8662
H -3.6368 2.0023 -4.6785
H -4.5707 -0.7938 -4.2365
H -5.6484 0.5269 -3.8762
H -4.0372 -0.6798 -0.8944
H -5.2955 -1.0562 -2.1279
H -5.2436 0.5244 -1.2320
C 4.0519 -7.2417 2.2529
O 4.7920 -6.1959 1.7379
C 4.6892 -4.9768 2.3825
C 4.8157 -3.8402 1.3199
N 3.8867 -4.0569 0.2064
C 4.2073 -3.2375 -0.9905
C 3.6339 -1.8339 -0.9393
O 2.3322 -1.9822 -1.4500
C 1.5682 -0.8306 -1.3243
H 3.9967 -8.0238 1.5129
H 2.9996 -6.9728 2.4873
H 4.4684 -7.5842 3.2283
H 5.4747 -4.8592 3.1443
H 3.7094 -4.8121 2.8418
H 5.8214 -3.9015 0.9550
H 4.6563 -2.9648 1.9163
H 2.8769 -3.9970 0.4848
H 3.7292 -3.7605 -1.8490
H 5.3100 -3.3403 -1.0888
H 4.2339 -1.0581 -1.5774
H 3.5103 -1.4553 0.0658
H 0.5184 -1.0571 -1.6446
H 1.9149 -0.0451 -1.9970
H 1.5928 -0.5263 -0.2551
C -6.2348 -0.8368 2.4469
O -5.4139 -1.6206 3.2951
C -4.3216 -2.3326 2.6613
C -3.2733 -2.3918 3.7170
N -2.7615 -1.0539 3.9615
C -1.6427 -0.8668 4.8379
C -1.1389 0.5575 4.8112
O -2.1839 1.4520 5.3079
C -1.8449 2.7683 4.8963
H -5.7246 -0.0016 1.9987
H -7.0791 -0.4928 3.0631
H -6.7506 -1.3794 1.5688
H -3.9282 -1.7422 1.8406
H -4.6532 -3.3369 2.3252
H -2.3955 -2.9928 3.4550
H -3.7438 -2.8800 4.5959
H -3.5453 -0.5419 4.3437
H -0.7982 -1.4280 4.4271
H -1.7452 -1.2341 5.8213
H -0.7702 0.8317 3.8218
H -0.3254 0.6317 5.5489
H -2.5746 3.4051 5.3226
H -1.7864 2.8572 3.7942
H -0.9604 3.0617 5.4010
C 2.0300 3.0591 3.6950
O 2.3368 3.4014 2.4058
C 1.7794 2.5871 1.3635
C 2.2695 3.2190 0.0718
N 1.5805 4.4882 -0.1211
C 2.1192 5.3031 -1.1431
C 3.3967 6.1367 -0.7794
O 2.9114 7.1448 0.1894
C 3.8714 7.9682 0.8037
H 2.3460 2.0476 3.9278
H 0.9265 3.2377 3.8961
H 2.6072 3.6452 4.4151
H 0.6924 2.5706 1.4915
H 2.2028 1.5547 1.4957
H 2.0471 2.5529 -0.7406
H 3.3938 3.3561 0.1539
H 1.6088 4.9501 0.7545
H 1.3435 5.9801 -1.6015
H 2.3494 4.6218 -1.9969
H 3.7590 6.7418 -1.6066
H 4.2000 5.5171 -0.3206
H 4.0080 8.8411 0.1359
H 4.7109 7.3973 1.0108
H 3.3903 8.3001 1.7802
C -2.0613 -4.0998 -0.2221
O -1.4291 -3.9195 1.0316
C 0.0200 -3.7014 1.0205
C 0.3368 -3.1812 2.4311
N 1.7192 -2.7366 2.4356
C 2.0613 -2.0666 3.7012
C 3.4230 -1.3577 3.7026
O 3.4441 -0.4871 2.5367
C 4.7533 0.0164 2.3235
H -1.7518 -5.0116 -0.8187
H -1.8208 -3.2285 -0.8316
H -3.1585 -4.0355 -0.0910
H 0.4464 -2.9488 0.3988
H 0.5599 -4.6678 0.9016
H 0.1313 -3.9804 3.1636
H -0.3116 -2.3908 2.8577
H 1.7325 -2.0378 1.7095
H 2.0286 -2.7562 4.5452
H 1.3200 -1.2989 3.9338
H 4.2943 -2.0123 3.6890
H 3.4576 -0.7614 4.6178
H 4.8039 0.5320 1.3746
H 5.5053 -0.7470 2.4474
H 5.0921 0.6587 3.1235
C -0.0106 -2.8284 -4.0296
C -0.8000 -1.5455 -4.0106
O -1.3936 -1.5260 -2.6984
H 0.5457 -2.9244 -3.1065
H 0.7189 -2.9142 -4.8461
H -0.6648 -3.6372 -4.1742
H -1.4048 -1.4802 -4.8657
H -0.1216 -0.6925 -4.0888
H -2.1013 -0.8410 -2.6811
C -1.4459 3.5601 -2.3990
C -0.5364 2.4003 -2.5559
O -0.7720 1.8192 -3.8911
H -2.4560 3.2253 -2.1617
H -1.4828 4.2000 -3.3105
H -1.0518 4.2080 -1.6342
H -0.7662 1.6592 -1.7386
H 0.4656 2.8195 -2.5250
H 0.0486 1.3845 -4.1445
C -3.2046 4.0836 1.3930
O -2.0726 3.2666 1.4505
H -3.7972 3.9587 0.4342
H -3.8910 3.9210 2.2668
H -2.8230 5.0958 1.3860
H -2.3898 2.3942 1.6818
C -1.5923 -0.3285 0.8450
O -2.3975 0.4770 1.7580
H -2.0509 -1.3264 0.6338
H -1.4028 0.3083 -0.1180
H -0.5646 -0.4943 1.2865
H -2.7022 -0.1355 2.4656
*
```